[1]
3 unconnected molecules or ions with the total composition C16H29N2O7P in a non-equilibrium geometry. Source: the Open Molecules 2025 dataset; level of theory: ωB97M-V/def2-TZVPD.

CARTESIAN COORDINATES (ANGSTROEM)
1 C -3.2296 -2.8431 0.3177
2 C -2.2602 -3.0764 1.5233
3 C -1.0045 -2.1390 1.5182
4 C -1.4264 -0.7470 2.1029
5 N -0.3547 -0.0547 2.8805
6 C 0.0567 1.1354 2.1796
7 C 1.3245 1.3944 1.8020
8 P 2.8865 0.4545 2.0400
9 N 3.3542 0.6662 3.5534
10 C 1.2034 2.7540 1.0877
11 O 2.0993 3.1509 0.4334
12 O -0.0336 3.3504 1.2793
13 C -0.8542 2.3267 1.7462
14 O -2.0139 2.3151 1.7952
15 H -4.2418 -3.1861 0.6494
16 H -3.3423 -1.7785 0.0161
17 H -2.9790 -3.4693 -0.5731
18 H -2.8425 -2.9113 2.4612
19 H -1.9379 -4.1391 1.4830
20 H -0.7559 -1.9615 0.4405
21 H -0.1028 -2.5781 1.9884
22 H -2.3020 -0.8705 2.7847
23 H -1.8198 -0.1405 1.2532
24 H -0.7510 0.3158 3.7501
25 H 3.9429 0.9740 1.2315
26 H 2.7388 -0.9424 1.8101
27 H 2.6493 1.2450 4.0176
28 C -5.2427 -7.3576 -4.1149
29 C -5.4876 -6.0676 -3.3593
30 O -4.5280 -5.8897 -2.3109
31 C -3.3214 -5.3264 -2.4837
32 C -2.7956 -5.1272 -3.8827
33 O -2.6457 -5.0567 -1.5232
34 H -4.2705 -7.3547 -4.6100
35 H -6.0144 -7.5120 -4.8705
36 H -5.2474 -8.2057 -3.4285
37 H -5.5145 -5.1968 -4.0166
38 H -6.4609 -6.1158 -2.8707
39 H -2.2080 -5.9987 -4.1708
40 H -2.1542 -4.2468 -3.8858
41 H -3.5719 -4.9458 -4.6229
42 C 3.5262 6.0699 0.1781
43 C 4.5847 6.5472 -0.7941
44 O 5.0601 7.8539 -0.4486
45 C 6.0503 8.0856 0.4326
46 C 6.5035 6.9669 1.3381
47 O 6.5085 9.1919 0.5398
48 H 3.9241 5.9745 1.1899
49 H 3.1301 5.1016 -0.1291
50 H 2.7044 6.7868 0.2267
51 H 5.4133 5.8426 -0.8878
52 H 4.1449 6.6405 -1.7874
53 H 5.9367 7.0078 2.2679
54 H 7.5607 7.1105 1.5572
55 H 6.4119 5.9773 0.8950

Computed properties:
SMILES ... CCCCNC1=C([PH2]=N)C(=O)OC1=O.CCOC(C)=O.CCOC(C)=O
Highest occupied orbital energy ... -8.725 eV
LUMO energy ... -1.0 eV


[2]
C16H29N3O5S in the gas phase in a non-equilibrium geometry. Source: the Open Molecules 2025 dataset; level of theory: ωB97M-V/def2-TZVPD.

CARTESIAN COORDINATES (ANGSTROEM)
1 C 7.0313 0.0938 -1.1413
2 C 5.8741 1.0252 -1.4824
3 C 5.3899 1.7968 -0.2703
4 S 4.4043 0.7406 0.8364
5 O 3.8223 1.6053 1.8295
6 O 5.1929 -0.3643 1.3024
7 N 3.2368 0.1735 -0.2267
8 C 3.0686 -1.2629 -0.2983
9 C 2.2224 -1.7927 0.8580
10 C 0.8754 -1.0651 0.9774
11 C -0.0696 -1.4166 -0.1641
12 O 0.3188 -1.6551 -1.2945
13 N -1.3977 -1.4282 0.1237
14 C -1.9845 -1.1370 1.4208
15 C -3.5054 -1.2710 1.3591
16 N -4.0418 -0.4560 0.2958
17 C -5.0114 0.4511 0.5595
18 O -5.5423 0.5836 1.6370
19 O -5.3037 1.1804 -0.5392
20 C -6.3719 2.1162 -0.3967
21 C -7.7295 1.4469 -0.5540
22 C -3.3714 -0.5197 -0.9893
23 C -2.3365 -1.6368 -0.9627
24 C 1.1100 0.4554 0.9873
25 C 1.9781 0.8835 -0.1964
26 H 7.9050 0.6674 -0.8394
27 H 7.2990 -0.5106 -2.0044
28 H 6.7515 -0.5621 -0.3225
29 H 5.0347 0.4474 -1.8737
30 H 6.1887 1.7308 -2.2563
31 H 6.2089 2.1848 0.3296
32 H 4.7170 2.6069 -0.5365
33 H 4.0629 -1.7070 -0.2627
34 H 2.5895 -1.4973 -1.2515
35 H 2.0549 -2.8622 0.7205
36 H 2.7805 -1.6403 1.7847
37 H 0.4213 -1.3570 1.9271
38 H -1.6087 -1.8345 2.1775
39 H -1.7297 -0.1173 1.7320
40 H -3.9513 -0.9229 2.2931
41 H -3.7886 -2.3192 1.2114
42 H -6.2023 2.8551 -1.1828
43 H -6.2992 2.5925 0.5863
44 H -7.7895 0.9347 -1.5114
45 H -8.5136 2.1967 -0.5016
46 H -7.8778 0.7250 0.2453
47 H -2.8820 0.4389 -1.1999
48 H -4.1059 -0.7027 -1.7796
49 H -2.8270 -2.6099 -0.8585
50 H -1.7580 -1.6401 -1.8887
51 H 0.1611 0.9948 0.9527
52 H 1.6345 0.7302 1.9038
53 H 2.2006 1.9488 -0.1237
54 H 1.4643 0.6825 -1.1415

Computed properties:
Relative energy (zero: lowest compared OMol25 entry of this formula, charge and spin) ... 0.181 eV
SMILES ... CCCS(=O)(=O)N1CCC(C(=O)N2CCN(C(=O)OCC)CC2)CC1
Highest occupied orbital energy ... -9.270 eV
LUMO energy ... 0.6 eV


[3]
A molecular structure, C16H29N7SSr. Source: the Open Molecules 2025 dataset; level of theory: ωB97M-V/def2-TZVPD.

CARTESIAN COORDINATES (ANGSTROEM)
1 Sr 2.2941 -0.8973 -0.7785
2 C 1.9053 5.4101 0.7056
3 C 3.0045 4.4865 0.2091
4 N 2.5927 3.7133 -0.9560
5 C 2.1558 2.4504 -1.0145
6 S 2.1057 1.5362 0.4926
7 N 1.8076 2.0547 -2.2293
8 N 1.4297 0.7523 -2.3352
9 C 0.8633 0.3942 -3.4389
10 C 0.5290 1.3453 -4.5411
11 C 0.5382 -1.0524 -3.6065
12 C 0.1009 -1.5259 -4.8401
13 C -0.1927 -2.8717 -4.9933
14 C -0.0408 -3.7235 -3.9111
15 C 0.4184 -3.1831 -2.7248
16 N 0.7081 -1.8892 -2.5594
17 H 2.2581 5.9987 1.5527
18 H 1.0341 4.8352 1.0230
19 H 1.5906 6.1048 -0.0741
20 H 3.3066 3.7882 0.9844
21 H 3.8923 5.0523 -0.0746
22 H 2.5591 4.1888 -1.8473
23 H 0.5648 2.3636 -4.1703
24 H -0.4614 1.1400 -4.9460
25 H 1.2492 1.2631 -5.3598
26 H -0.0042 -0.8538 -5.6773
27 H -0.5311 -3.2481 -5.9494
28 H -0.2552 -4.7799 -3.9824
29 H 0.5685 -3.8269 -1.8626
30 N -0.3031 -2.3657 3.7646
31 C -1.7869 -2.0512 3.8446
32 C -2.4789 -2.4186 2.5334
33 C -2.1357 -1.5284 1.3341
34 N -0.8354 -1.9376 0.7225
35 C -2.1641 -0.0444 1.7120
36 C -1.4740 0.3325 3.0277
37 N -0.0068 0.2290 2.8833
38 C -1.9370 -0.5725 4.1751
39 H -0.1383 -3.3388 3.5199
40 H 0.1538 -2.1655 4.6549
41 H 0.1145 -1.6994 3.0743
42 H -2.1654 -2.6802 4.6498
43 H -3.5515 -2.3430 2.7215
44 H -2.3013 -3.4720 2.2907
45 H -2.9282 -1.6859 0.5974
46 H -0.7060 -1.3194 -0.0750
47 H -0.9836 -2.8509 0.2978
48 H -3.2114 0.2556 1.7856
49 H -1.7450 0.5553 0.8978
50 H -1.7749 1.3556 3.2685
51 H 0.4491 0.6891 3.6668
52 H 0.2910 0.7547 2.0647
53 H -2.9881 -0.3921 4.4043
54 H -1.3842 -0.3319 5.0886

Computed properties:
Relative energy (zero: lowest compared OMol25 entry of this formula, charge and spin) ... 0.174 eV
Highest occupied orbital energy ... -12.829 eV
Net charge ... +2
LUMO energy ... -6.0 eV


[4]
A molecular structure, C16H29N9SV. Source: the Open Molecules 2025 dataset; level of theory: ωB97M-V/def2-TZVPD.

CARTESIAN COORDINATES (ANGSTROEM)
1 V 0.0191 0.0474 -0.4060
2 N -0.8269 2.0258 -0.2071
3 C -1.0314 2.4162 1.2233
4 C -1.5516 1.1920 1.9316
5 N -0.6306 0.0399 1.6604
6 C -1.3577 -1.2518 1.8545
7 C -2.4450 -1.4027 0.7997
8 N -1.9433 -0.9433 -0.5457
9 C 0.5629 0.1368 2.5796
10 C 1.8720 -0.0040 1.8258
11 N 1.7980 0.8402 0.5912
12 H -0.3470 2.7837 -0.6861
13 H -1.7405 1.9991 -0.6604
14 H -1.7221 3.2514 1.3163
15 H -0.0779 2.7456 1.6322
16 H -2.5408 0.9587 1.5421
17 H -1.6591 1.3491 3.0047
18 H -1.7890 -1.3083 2.8555
19 H -0.6223 -2.0476 1.7647
20 H -3.3274 -0.8235 1.0537
21 H -2.7715 -2.4386 0.7560
22 H -2.6909 -0.4619 -1.0386
23 H -1.7578 -1.7710 -1.1047
24 H 0.4949 -0.6154 3.3639
25 H 0.5360 1.1055 3.0770
26 H 2.0480 -1.0341 1.5225
27 H 2.6909 0.2943 2.4781
28 H 2.6696 0.7510 0.0767
29 H 1.7587 1.8185 0.8690
30 N 1.2244 4.3874 -5.0248
31 C 0.7575 3.3745 -4.7484
32 C 0.1753 2.1244 -4.3417
33 C -0.4984 1.2867 -5.2245
34 C -0.9869 0.0837 -4.7385
35 C -0.8085 -0.2280 -3.4063
36 N -0.1973 0.5945 -2.5291
37 C 0.2976 1.7415 -3.0150
38 H -0.6215 1.5682 -6.2634
39 H -1.4982 -0.6124 -5.3901
40 H -1.1510 -1.1840 -3.0352
41 H 0.8500 2.3837 -2.3403
42 C 3.0689 -0.9289 -4.3682
43 C 3.1806 -0.5395 -2.8860
44 C 2.3880 -1.4367 -1.9965
45 N 1.3916 -1.0891 -1.2516
46 N 0.7914 -2.0783 -0.5147
47 C 1.3734 -3.2443 -0.7181
48 N 1.0152 -4.3926 -0.1553
49 S 2.7021 -3.1296 -1.8399
50 H 3.5986 -0.1976 -4.9764
51 H 2.0282 -0.9634 -4.6952
52 H 3.5223 -1.9023 -4.5583
53 H 2.8397 0.4843 -2.7275
54 H 4.2268 -0.5828 -2.5758
55 H 0.2690 -4.4370 0.5193
56 H 1.5067 -5.2511 -0.3515

Computed properties:
Relative energy (zero: lowest compared OMol25 entry of this formula, charge and spin) ... 0.000 eV
Highest occupied orbital energy (alpha / beta) ... -18.655 / -18.651 eV
Net charge ... +3
LUMO energy (alpha / beta) ... -9.7 / -9.5 eV
Spin multiplicity ... 3


Please write out number 3 again, unchanged.
A molecular structure, C16H29N7SSr. Source: the Open Molecules 2025 dataset; level of theory: ωB97M-V/def2-TZVPD.

CARTESIAN COORDINATES (ANGSTROEM)
1 Sr 2.2941 -0.8973 -0.7785
2 C 1.9053 5.4101 0.7056
3 C 3.0045 4.4865 0.2091
4 N 2.5927 3.7133 -0.9560
5 C 2.1558 2.4504 -1.0145
6 S 2.1057 1.5362 0.4926
7 N 1.8076 2.0547 -2.2293
8 N 1.4297 0.7523 -2.3352
9 C 0.8633 0.3942 -3.4389
10 C 0.5290 1.3453 -4.5411
11 C 0.5382 -1.0524 -3.6065
12 C 0.1009 -1.5259 -4.8401
13 C -0.1927 -2.8717 -4.9933
14 C -0.0408 -3.7235 -3.9111
15 C 0.4184 -3.1831 -2.7248
16 N 0.7081 -1.8892 -2.5594
17 H 2.2581 5.9987 1.5527
18 H 1.0341 4.8352 1.0230
19 H 1.5906 6.1048 -0.0741
20 H 3.3066 3.7882 0.9844
21 H 3.8923 5.0523 -0.0746
22 H 2.5591 4.1888 -1.8473
23 H 0.5648 2.3636 -4.1703
24 H -0.4614 1.1400 -4.9460
25 H 1.2492 1.2631 -5.3598
26 H -0.0042 -0.8538 -5.6773
27 H -0.5311 -3.2481 -5.9494
28 H -0.2552 -4.7799 -3.9824
29 H 0.5685 -3.8269 -1.8626
30 N -0.3031 -2.3657 3.7646
31 C -1.7869 -2.0512 3.8446
32 C -2.4789 -2.4186 2.5334
33 C -2.1357 -1.5284 1.3341
34 N -0.8354 -1.9376 0.7225
35 C -2.1641 -0.0444 1.7120
36 C -1.4740 0.3325 3.0277
37 N -0.0068 0.2290 2.8833
38 C -1.9370 -0.5725 4.1751
39 H -0.1383 -3.3388 3.5199
40 H 0.1538 -2.1655 4.6549
41 H 0.1145 -1.6994 3.0743
42 H -2.1654 -2.6802 4.6498
43 H -3.5515 -2.3430 2.7215
44 H -2.3013 -3.4720 2.2907
45 H -2.9282 -1.6859 0.5974
46 H -0.7060 -1.3194 -0.0750
47 H -0.9836 -2.8509 0.2978
48 H -3.2114 0.2556 1.7856
49 H -1.7450 0.5553 0.8978
50 H -1.7749 1.3556 3.2685
51 H 0.4491 0.6891 3.6668
52 H 0.2910 0.7547 2.0647
53 H -2.9881 -0.3921 4.4043
54 H -1.3842 -0.3319 5.0886

Computed properties:
Relative energy (zero: lowest compared OMol25 entry of this formula, charge and spin) ... 0.174 eV
Highest occupied orbital energy ... -12.829 eV
Net charge ... +2
LUMO energy ... -6.0 eV